Record 1
C18H22N4OS in the gas phase at a distorted geometry. Source: the OMol25 dataset; level of theory: wB97M-V/def2-TZVPD.

Last column: Löwdin charge in e.
Geometry (Å):
C  -0.634  -4.260  0.713  -0.055
C  -1.117  -2.847  0.483  -0.312
N  -1.539  -2.133  1.549  0.130
N  -1.887  -0.877  0.942  -0.107
C  -2.239  0.314  1.688  -0.157
C  -1.268  0.729  2.761  -0.251
O  -0.951  -0.383  3.600  -0.086
C  -1.645  -0.876  -0.413  -0.032
C  -1.134  -2.100  -0.750  -0.147
C  -0.433  -2.549  -2.064  -0.088
N  -0.397  -1.293  -2.934  -0.239
C  -1.619  -1.102  -3.776  -0.077
C  0.881  -0.699  -3.264  -0.145
C  1.536  0.016  -2.080  -0.292
C  2.903  -0.047  -1.915  -0.399
S  3.673  0.702  -0.531  1.039
C  1.978  1.314  -0.301  -0.506
C  1.752  2.291  0.729  -0.231
C  2.743  2.716  1.638  -0.049
C  2.454  3.679  2.669  -0.053
C  1.134  4.193  2.810  -0.074
C  0.114  3.745  1.914  -0.110
C  0.457  2.930  0.843  -0.061
N  1.005  0.916  -1.116  0.123
H  0.430  -4.429  0.347  0.085
H  -0.857  -4.634  1.774  0.097
H  -1.219  -4.904  -0.025  0.086
H  -3.223  0.159  2.194  0.129
H  -2.641  1.181  1.134  0.128
H  -1.845  1.551  3.272  0.134
H  -0.321  1.096  2.411  0.082
H  -0.558  -1.044  2.987  0.066
H  -1.478  -0.002  -1.031  0.115
H  0.502  -3.031  -2.048  0.094
H  -1.098  -3.281  -2.583  0.116
H  -2.550  -1.673  -3.420  0.112
H  -1.431  -1.482  -4.767  0.058
H  -1.738  -0.021  -3.857  0.073
H  0.678  0.099  -4.078  0.157
H  1.598  -1.407  -3.552  0.086
H  3.494  -0.684  -2.562  0.062
H  3.756  2.413  1.613  0.070
H  3.302  3.924  3.294  0.093
H  0.701  4.738  3.647  0.094
H  -0.961  4.205  1.973  0.139
H  -0.308  2.847  0.082  0.103

- molecular weight (g/mol) = 342.47
- net charge = 0
- SMILES = Cc1nn(CCO)cc1CN(C)Cc1csc(-c2ccccc2)n1
- frontier orbital gap (Eh) = 0.2952
- energy (a.u.) = -1391.4172



Record 2
A molecular structure, C29H49F6N4OPPtSi2 at a distorted geometry. Source: the OMol25 dataset; level of theory: wB97M-V/def2-TZVPD.

Last column: Löwdin charge in e.
Geometry (Å):
Pt  1.181  0.042  -0.985  0.856
C  -1.108  -2.970  -1.685  -0.191
Si  0.165  -1.673  -2.389  0.617
C  1.234  -2.748  -3.575  -0.182
C  -0.992  -0.471  -3.424  -0.300
C  -1.959  -1.049  -4.241  -0.109
C  -2.871  -0.279  -4.938  -0.085
C  -2.813  1.099  -4.843  -0.085
C  -1.834  1.685  -4.064  -0.121
C  -0.922  0.921  -3.344  -0.307
Si  0.466  1.934  -2.395  0.657
C  1.467  2.718  -3.841  -0.176
C  -0.413  3.453  -1.544  -0.177
H  -1.588  -3.510  -2.493  0.026
H  -1.889  -2.501  -1.097  -0.001
H  -0.616  -3.704  -1.059  0.009
H  0.613  -3.261  -4.307  0.031
H  1.777  -3.505  -3.016  0.025
H  1.962  -2.151  -4.111  0.005
H  -1.996  -2.124  -4.343  0.092
H  -3.623  -0.752  -5.553  0.102
H  -3.511  1.717  -5.388  0.102
H  -1.775  2.761  -4.018  0.087
H  0.812  3.296  -4.489  0.033
H  1.937  1.947  -4.442  0.022
H  2.256  3.367  -3.480  0.017
H  -1.259  3.780  -2.142  0.021
H  0.289  4.278  -1.473  0.022
H  -0.778  3.253  -0.541  -0.005
C  4.899  -1.129  -1.587  0.019
C  4.305  -0.006  -2.455  -0.504
O  2.966  0.063  -2.425  -0.300
C  4.745  -0.247  -3.925  -0.571
F  6.074  -0.375  -4.067  0.147
F  4.216  -1.383  -4.397  0.143
F  4.365  0.727  -4.754  0.159
C  4.940  1.336  -1.994  -0.571
F  4.640  1.582  -0.712  0.142
F  4.525  2.396  -2.693  0.150
F  6.282  1.335  -2.074  0.146
H  4.474  -2.076  -1.913  0.091
H  4.609  -0.947  -0.553  0.090
H  5.980  -1.157  -1.672  0.090
N  0.925  0.072  1.017  -0.338
P  -0.259  -0.131  2.015  0.598
N  -1.858  -0.127  1.417  -0.185
C  -2.935  -1.002  1.838  -0.224
C  -4.267  -0.250  1.827  -0.175
C  -4.533  0.273  0.419  -0.200
C  -3.379  1.178  -0.006  -0.171
C  -2.067  0.402  0.084  -0.253
N  -0.139  1.039  3.206  -0.212
C  0.377  2.345  2.799  -0.223
C  0.409  3.271  4.006  -0.177
C  -1.017  3.556  4.496  -0.193
C  -1.938  2.358  4.233  -0.179
C  -1.129  1.067  4.267  -0.222
N  -0.248  -1.573  2.909  -0.213
C  -0.329  -2.751  2.058  -0.234
C  1.052  -3.352  1.832  -0.184
C  1.604  -3.899  3.152  -0.189
C  1.043  -3.104  4.338  -0.180
C  0.765  -1.655  3.960  -0.217
H  -2.717  -1.392  2.832  0.106
H  -3.021  -1.854  1.151  0.115
H  -4.244  0.583  2.532  0.107
H  -5.060  -0.932  2.136  0.112
H  -5.478  0.819  0.373  0.110
H  -4.607  -0.571  -0.272  0.114
H  -3.339  2.046  0.654  0.110
H  -3.520  1.533  -1.028  0.111
H  -1.216  1.049  -0.153  0.037
H  -2.096  -0.411  -0.656  0.093
H  -0.238  2.801  2.011  0.109
H  1.376  2.191  2.387  0.102
H  0.907  4.204  3.742  0.111
H  0.991  2.794  4.796  0.113
H  -1.418  4.434  3.990  0.106
H  -0.997  3.779  5.563  0.106
H  -2.405  2.443  3.250  0.098
H  -2.733  2.313  4.979  0.112
H  -1.774  0.195  4.153  0.099
H  -0.620  0.989  5.236  0.118
H  -0.753  -2.445  1.099  0.076
H  -0.998  -3.485  2.523  0.127
H  1.698  -2.563  1.437  0.093
H  0.992  -4.144  1.086  0.105
H  2.693  -3.844  3.147  0.107
H  1.328  -4.951  3.266  0.108
H  1.747  -3.122  5.171  0.111
H  0.117  -3.563  4.688  0.111
H  1.694  -1.165  3.641  0.119
H  0.386  -1.120  4.836  0.102

- molecular weight (g/mol) = 865.95
- net charge = 0
- frontier orbital gap (Eh) = 0.2641
- energy (a.u.) = -3067.6186



Record 3
C5H7NO2S in the gas phase at a distorted geometry. Source: the OMol25 dataset; level of theory: wB97M-V/def2-TZVPD.

Last column: Löwdin charge in e.
Geometry (Å):
C  -1.198  -1.499  0.501  -0.037
C  0.002  -0.548  0.860  -0.179
C  0.695  -0.514  1.998  -0.166
O  1.727  0.248  2.292  0.052
N  0.473  0.309  -0.271  -0.162
O  1.716  0.571  -0.190  -0.045
C  -0.237  0.687  -1.309  -0.157
C  0.123  1.570  -2.373  -0.679
S  -0.876  2.067  -3.501  0.724
H  -1.046  -2.544  1.055  0.122
H  -1.333  -1.429  -0.609  0.073
H  -2.086  -1.078  1.012  0.069
H  0.227  -0.973  2.900  0.152
H  1.879  0.606  1.360  0.066
H  -1.273  0.629  -1.250  0.085
H  1.208  1.896  -2.475  0.082

- molecular weight (g/mol) = 145.18
- net charge = 0
- SMILES = CC(=C/O)/[N+]([O-])=C/C=S
- frontier orbital gap (Eh) = 0.2718
- energy (a.u.) = -797.9984



Record 4
C8H14N2O3 in the gas phase at a distorted geometry. Source: the OMol25 dataset; level of theory: wB97M-V/def2-TZVPD.

Last column: Löwdin charge in e.
Geometry (Å):
C  -2.397  2.461  0.265  -0.081
N  -1.463  1.353  0.457  0.029
N  -0.489  1.412  -0.286  -0.265
O  -0.137  2.163  -1.135  0.023
C  0.478  -0.076  0.001  -0.273
O  -0.430  -0.911  0.603  0.018
C  -1.482  -1.354  -0.176  -0.512
C  -2.417  -2.365  0.440  0.025
O  -1.516  -1.082  -1.346  0.108
C  1.477  0.215  1.116  -0.109
C  2.853  0.423  0.415  -0.152
C  2.678  -0.650  -0.658  -0.165
C  1.242  -0.520  -1.274  -0.051
H  -2.570  3.155  1.108  0.082
H  -3.379  2.020  0.305  0.053
H  -2.261  2.866  -0.809  0.107
H  -1.714  -3.283  0.783  0.143
H  -3.058  -2.742  -0.504  0.141
H  -2.944  -1.880  1.172  0.038
H  1.697  -0.578  1.791  0.119
H  1.230  0.983  1.698  0.073
H  3.556  0.303  1.194  0.086
H  2.915  1.523  -0.018  0.156
H  3.408  -0.579  -1.372  0.068
H  2.724  -1.702  -0.212  0.146
H  1.016  0.282  -1.989  0.126
H  0.982  -1.438  -1.570  0.067

- molecular weight (g/mol) = 186.21
- net charge = 0
- SMILES = C/N=[N+](\[O-])C1(OC(C)=O)CCCC1
- frontier orbital gap (Eh) = 0.3823
- energy (a.u.) = -648.3022